The following is a DFT calculation (ωB97M-V/def2-TZVPD) of a molecular structure, C42H53BN9O3Ta.

CARTESIAN COORDINATES (ANGSTROEM)
Ta  -0.312  0.428  0.345
O  -5.326  5.302  -0.809
C  -4.911  5.053  0.324
O  -5.158  5.474  1.455
C  -3.836  3.938  0.329
C  -3.352  3.409  -0.858
C  -2.378  2.436  -0.829
N  -1.875  1.961  0.336
C  -2.428  2.400  1.490
C  -3.374  3.400  1.521
C  -2.036  1.630  2.674
C  -2.632  1.807  3.912
C  -2.345  0.920  4.935
C  -1.465  -0.122  4.686
C  -0.864  -0.205  3.449
N  -1.125  0.657  2.446
C  -1.839  1.805  -2.036
C  -2.263  2.137  -3.316
C  -1.698  1.494  -4.401
C  -0.727  0.529  -4.176
C  -0.348  0.256  -2.881
N  -0.883  0.884  -1.819
H  -3.793  3.803  -1.765
H  -3.808  3.805  2.426
H  -3.342  2.606  4.059
H  -2.816  1.032  5.902
H  -1.225  -0.855  5.441
H  -0.163  -0.995  3.247
H  -3.018  2.893  -3.457
H  -2.010  1.744  -5.406
H  -0.262  -0.007  -4.991
H  0.402  -0.493  -2.682
C  3.861  -1.905  -2.454
C  3.059  -0.745  -1.981
C  3.169  0.566  -2.381
C  2.221  1.288  -1.662
N  1.545  0.435  -0.859
N  2.075  -0.828  -1.061
B  1.780  -2.080  -0.185
N  1.708  -1.615  1.295
N  1.396  -0.305  1.588
C  2.056  0.027  2.712
C  2.708  -1.104  3.203
C  2.483  -2.111  2.283
C  3.008  -3.503  2.269
C  2.227  1.443  3.213
C  1.741  1.626  4.652
C  3.744  1.723  3.163
C  1.548  2.431  2.276
N  0.559  -2.899  -0.718
N  -0.708  -2.370  -0.844
C  -1.490  -3.256  -1.544
C  -0.663  -4.288  -1.937
C  0.597  -4.053  -1.393
C  1.793  -4.934  -1.497
C  -2.979  -3.137  -1.803
C  -3.403  -4.303  -2.703
C  -3.784  -3.228  -0.498
C  -3.306  -1.828  -2.527
C  2.113  2.800  -1.731
C  0.887  3.397  -1.049
C  2.068  3.229  -3.205
C  3.401  3.366  -1.101
H  4.554  -1.572  -3.222
H  3.223  -2.674  -2.888
H  4.435  -2.353  -1.644
H  3.880  0.956  -3.087
H  2.703  -2.816  -0.296
H  3.322  -1.169  4.083
H  3.372  -3.769  3.258
H  3.838  -3.596  1.568
H  2.236  -4.216  1.981
H  2.173  0.877  5.315
H  0.656  1.572  4.730
H  2.049  2.606  5.015
H  4.287  1.093  3.865
H  3.930  2.763  3.432
H  4.146  1.546  2.164
H  0.455  2.339  2.271
H  1.947  2.307  1.273
H  1.757  3.457  2.580
H  -0.939  -5.142  -2.527
H  1.482  -5.910  -1.860
H  2.279  -5.059  -0.532
H  2.528  -4.537  -2.194
H  -3.284  -5.265  -2.203
H  -2.845  -4.319  -3.640
H  -4.458  -4.191  -2.951
H  -3.552  -4.142  0.051
H  -4.843  -3.262  -0.753
H  -3.635  -2.366  0.147
H  -2.789  -1.771  -3.484
H  -3.055  -0.960  -1.920
H  -4.377  -1.800  -2.727
H  0.005  3.315  -1.671
H  1.048  4.461  -0.870
H  0.674  2.979  -0.059
H  1.199  2.805  -3.713
H  2.964  2.924  -3.743
H  2.001  4.315  -3.267
H  3.522  3.071  -0.061
H  3.381  4.454  -1.146
H  4.280  3.022  -1.645
C  -1.358  -2.509  1.506
C  -1.092  -1.576  0.339
O  -1.987  -0.598  0.086
H  -2.034  -2.038  2.216
H  -0.440  -2.803  2.011
H  -1.843  -3.416  1.143

energy above the lowest of the compared OMol25 structures with the same formula, charge and spin	0.0	kcal/mol
highest occupied orbital energy	-12.164	eV
HOMO-LUMO gap	5.1	eV
E_LUMO	-7.081	eV
charge	+2